# 1
This record from the OMol25 dataset describes a 2-piece molecular cluster, C6H13N overall. The level of theory is the ωB97M-V functional and the def2-TZVPD basis.

Its HOMO-LUMO gap is 6.66 eV. Its energy above the lowest of the compared OMol25 structures with the same formula, charge and spin is 590.87 kJ/mol. The calculation puts the LUMO energy at -0.743 eV. As for the highest occupied orbital energy: -7.404 eV.

Element x y z (Å)
C1 2.0694 0.5839 0.4419
C2 0.5944 0.7127 -0.0513
C3 -0.3249 -0.3367 -0.4295
C4 0.0561 -1.6451 -0.5541
C5 -1.7957 0.1446 -0.5373
C6 -2.4507 0.2126 0.8522
N1 3.0259 0.1477 -0.5750
H1 2.1915 1.6494 0.6843
H2 2.0358 0.0177 1.3698
H3 0.4993 1.7399 -0.4371
H4 -0.0575 -0.2637 1.4754
H5 1.1215 -1.8516 -0.5201
H6 -0.7038 -2.2439 -1.0689
H7 -1.8505 1.1123 -1.0156
H8 -2.2752 -0.5673 -1.2097
H9 -1.8490 0.7872 1.5610
H10 -2.8717 -0.5763 1.4677
H11 -3.2177 0.9846 0.7091
H12 3.1498 -0.8584 -0.6388
H13 2.6532 0.2503 -1.5240

***

# 2
This record from the OMol25 dataset describes an isolated molecule of C6H13N. The level of theory is the ωB97M-V functional and the def2-TZVPD basis.

Its HOMO-LUMO gap is 8.72 eV. Its SMILES is C=C(CCC)NC. Its energy above the lowest of the compared OMol25 structures with the same formula, charge and spin is 200.39 kJ/mol. The calculation puts the LUMO energy at 1.062 eV. As for the highest occupied orbital energy: -7.655 eV.

Element x y z (Å)
C1 1.5025 -1.3346 -1.4542
C2 0.4931 -1.4322 -0.2750
C3 0.7906 -0.2436 0.7332
C4 0.1171 0.9495 0.1449
C5 0.6370 2.0909 -0.4383
C6 -2.3389 0.1164 1.0929
N1 -1.3163 0.8877 0.4107
H1 2.5934 -1.3421 -1.1129
H2 1.3604 -2.1359 -2.1991
H3 1.3434 -0.3249 -2.0318
H4 -0.5195 -1.2572 -0.7373
H5 0.5983 -2.4073 0.1580
H6 1.8385 0.0970 0.7099
H7 0.5441 -0.3912 1.7742
H8 0.0632 2.9791 -0.7251
H9 1.6748 2.0427 -0.4340
H10 -3.2869 0.1348 0.5476
H11 -2.4607 0.6635 2.0499
H12 -1.9859 -0.9553 1.1497
H13 -1.6485 1.8627 0.6363

***

# 3
This record from the OMol25 dataset describes an isolated molecule of C6H13N. The level of theory is the ωB97M-V functional and the def2-TZVPD basis.

Its HOMO-LUMO gap is 8.97 eV. Its SMILES is C[C@H]1N(C)C1(C)C. Its energy above the lowest of the compared OMol25 structures with the same formula, charge and spin is 299.08 kJ/mol. The calculation puts the LUMO energy at 1.054 eV. As for the highest occupied orbital energy: -7.914 eV.

Element x y z (Å)
C1 0.4071 -1.5619 1.4977
C2 0.5890 -0.3840 0.5708
N1 0.6629 -0.7247 -0.8072
C3 1.6897 -0.0005 -1.5680
C4 -0.6186 0.2688 0.0420
C5 -0.6462 1.6490 -0.5705
C6 -1.9795 -0.1458 0.4855
H1 1.3752 -2.0351 1.6755
H2 -0.0087 -1.2311 2.4551
H3 -0.2523 -2.3115 1.0467
H4 1.3380 0.3284 0.9241
H5 1.2348 0.6747 -2.3026
H6 2.3822 0.6053 -0.9514
H7 2.3174 -0.6969 -2.1513
H8 -1.4782 2.3119 -0.2747
H9 0.2893 2.1745 -0.3865
H10 -0.7532 1.4653 -1.6416
H11 -2.1651 -1.0861 1.0072
H12 -2.8421 0.1134 -0.1731
H13 -1.5817 0.5740 1.3196

***

# 4
This record from the OMol25 dataset describes an isolated molecule of C6H13N. The level of theory is the ωB97M-V functional and the def2-TZVPD basis.

Its HOMO-LUMO gap is 6.37 eV. Its energy above the lowest of the compared OMol25 structures with the same formula, charge and spin is 577.50 kJ/mol. The calculation puts the LUMO energy at 0.682 eV. As for the highest occupied orbital energy: -5.686 eV.

Element x y z (Å)
C1 -0.8467 1.8562 1.5515
C2 -0.4391 1.1773 0.2983
C3 1.2338 0.7083 -0.0504
C4 -0.2162 -0.2086 0.1001
C5 -0.0229 -1.1980 1.1550
C6 0.4890 -1.6744 -1.7258
N1 -0.4697 -0.6207 -1.2946
H1 -1.8770 1.6074 1.7939
H2 -0.2075 1.6525 2.4115
H3 -0.7936 2.9493 1.4672
H4 -0.8344 1.6363 -0.6165
H5 1.7051 1.4200 0.6389
H6 1.8584 -0.1810 -0.0530
H7 1.2640 1.2272 -1.0140
H8 0.9877 -1.4210 1.4548
H9 -0.8858 -1.5015 1.7233
H10 0.6331 -2.3314 -0.8591
H11 1.4969 -1.4308 -2.0991
H12 0.1515 -2.1148 -2.6731
H13 -1.2795 -1.2292 -1.2753

***

# 5
This record from the OMol25 dataset describes a 2-piece molecular cluster, C6H13N overall. The level of theory is the ωB97M-V functional and the def2-TZVPD basis.

Its HOMO-LUMO gap is 9.59 eV. Its energy above the lowest of the compared OMol25 structures with the same formula, charge and spin is 465.08 kJ/mol. The calculation puts the LUMO energy at 0.796 eV. As for the highest occupied orbital energy: -8.792 eV.

Element x y z (Å)
C1 -2.9002 -1.3877 -0.4855
C2 -1.6600 0.3999 -0.0468
C3 -0.4175 0.6967 -0.9343
N1 0.7206 1.0824 -0.0849
C4 2.0660 0.9822 -0.6569
C5 1.5652 -0.0175 0.3197
C6 1.9969 -0.0798 1.7591
H1 -2.3046 -2.1750 -0.9779
H2 -3.6859 -1.0389 -1.1286
H3 -3.4010 -1.9199 0.3634
H4 -2.0837 1.4240 0.1562
H5 -1.6935 -0.4519 0.6693
H6 -0.5406 1.5378 -1.6460
H7 -0.2104 -0.1927 -1.5340
H8 2.7916 1.7337 -0.3375
H9 2.1775 0.6734 -1.6973
H10 1.2896 -0.9781 -0.1214
H11 2.8647 -0.7362 1.8832
H12 2.2497 0.9180 2.1302
H13 1.1755 -0.4706 2.3698

***

# 6
This record from the OMol25 dataset describes an isolated molecule of C6H13N. The level of theory is the ωB97M-V functional and the def2-TZVPD basis.

Its HOMO-LUMO gap is 8.70 eV. Its SMILES is C=C(CCC)NC. Its energy above the lowest of the compared OMol25 structures with the same formula, charge and spin is 70.10 kJ/mol. The calculation puts the LUMO energy at 1.057 eV. As for the highest occupied orbital energy: -7.645 eV.

Element x y z (Å)
C1 2.2050 -0.2237 -1.0398
C2 1.5757 0.6803 0.0090
C3 0.5733 -0.0213 0.9542
C4 -0.5749 -0.6573 0.2520
C5 -0.6578 -1.9179 -0.1844
C6 -1.6896 1.6202 0.0926
N1 -1.6895 0.1800 0.1037
H1 2.7113 -1.0502 -0.5422
H2 2.8649 0.3245 -1.7081
H3 1.4281 -0.6929 -1.6500
H4 1.1443 1.6038 -0.3861
H5 2.4088 1.0289 0.6327
H6 1.1397 -0.7314 1.5613
H7 0.2260 0.7655 1.6162
H8 -1.6327 -2.2706 -0.5031
H9 0.1728 -2.5920 -0.1148
H10 -1.2699 2.0181 1.0194
H11 -1.1175 2.0596 -0.7285
H12 -2.7112 1.9104 0.0442
H13 -2.3960 -0.3065 -0.4217